# C24H22N3O4PdS4

C24H22N3O4PdS4 as an isolated structure (wB97M-V/def2-TZVPD, the OMol25 dataset).

```
58
Properties=species:S:1:pos:R:3:mulliken_charge:R:1
H -1.02 -4.59 4.50 0.418
C 0.89 -1.69 -2.52 0.301
H 1.42 4.38 -2.31 0.426
O 1.51 2.23 1.57 -0.762
C 0.84 -3.74 3.85 -0.574
O -2.37 -0.50 3.96 -0.496
N 0.74 -0.36 -2.70 -0.506
O -1.43 -1.72 2.28 -0.549
H -1.78 -5.19 2.23 0.453
C 1.38 4.17 -4.45 -0.445
Pd 0.33 -1.73 0.94 0.538
H -3.75 0.58 -0.62 0.443
C 0.00 -4.44 1.30 0.016
S 1.91 -2.41 -3.68 -0.056
C -4.75 3.07 -0.18 -1.477
H -2.69 4.40 1.01 0.378
C -1.17 2.90 1.08 -0.848
C -0.82 -4.71 2.38 -0.770
H -5.52 2.33 0.03 0.378
S 0.04 -2.65 -1.41 -0.256
N 0.72 -0.09 2.34 -0.211
C 2.24 -0.88 -4.39 0.222
C -0.39 -4.37 3.65 -0.348
N 1.49 0.06 -3.71 0.580
H -0.44 3.54 1.55 0.582
C 3.03 -2.83 3.00 -1.593
H 1.36 5.23 -4.64 0.407
H 1.34 1.22 -6.13 0.475
C -1.57 -0.87 3.17 0.816
H -0.28 -4.77 0.31 0.606
H -0.33 1.07 3.76 0.402
S 0.78 1.06 1.18 1.670
C -0.03 0.07 3.46 -0.875
C -1.77 0.75 0.16 -0.197
H 1.48 1.93 -1.90 0.435
H 1.32 3.65 -6.54 0.387
C -2.43 3.37 0.77 -0.795
C 1.25 -3.81 1.49 -1.222
H 0.29 -0.55 4.30 0.432
S 3.34 -0.63 -5.58 -0.105
H 3.27 -2.12 2.21 0.299
O 1.34 0.23 0.09 -0.618
C -0.84 1.58 0.77 0.650
H 1.97 -3.80 0.68 0.610
C -3.38 2.55 0.16 0.896
H 1.16 -3.50 4.86 0.473
C 1.37 3.28 -5.52 -0.704
C 1.68 -3.46 2.79 1.224
H -4.98 3.98 0.37 0.385
C -3.02 1.24 -0.14 -1.079
H -4.80 3.31 -1.25 0.304
C 1.44 2.33 -2.90 -0.082
C 1.41 3.69 -3.15 -0.707
C 1.45 1.47 -3.99 0.503
H -1.53 -0.28 -0.12 0.303
H 3.80 -3.60 3.00 0.384
C 1.40 1.92 -5.30 -0.511
H 3.08 -2.31 3.95 0.393
```

Output
Lowest unoccupied orbital energy (spin up / spin down)   -3.13 / -6.32 eV
Multiplicity   5
Charge   +1